[1]
ORCA calculation (ωB97M-V/def2-TZVPD) on a structure of composition C24H50Cl14N3S at a distorted geometry.

For the highest occupied orbital energy, the calculation gives -11.22 eV. Its LUMO energy is -0.07646 Ha.

```
! RIJCOSX wB97M-V def2-TZVPD def2/J DEFGRID3
* xyz 1 1
C -0.630 0.774 -1.415
C -1.332 -0.578 -1.518
C -0.773 -1.600 -0.532
C -1.212 -3.004 -0.909
C -1.106 -1.173 0.901
C -1.909 -2.093 1.808
N -1.527 -1.561 3.154
C -0.296 -0.984 2.995
N 0.354 -0.376 3.955
C 1.645 0.286 3.724
C 1.493 1.650 3.075
C 2.778 2.084 2.368
S 3.096 1.019 0.932
N 0.160 -1.122 1.729
H -0.494 1.092 -0.379
H 0.356 0.700 -1.866
H -1.199 1.557 -1.904
H -2.399 -0.454 -1.338
H -1.184 -0.954 -2.527
H 0.312 -1.550 -0.632
H -0.904 -3.749 -0.180
H -2.285 -3.073 -1.070
H -0.728 -3.271 -1.844
H -1.608 -0.207 0.930
H -1.681 -3.143 1.677
H -2.986 -1.991 1.732
H -1.493 -2.283 3.866
H -0.065 -0.399 4.871
H 2.130 0.409 4.686
H 2.255 -0.386 3.127
H 1.257 2.399 3.825
H 0.687 1.679 2.339
H 3.600 2.042 3.074
H 2.640 3.093 2.005
H 4.384 0.742 1.133
H 0.707 -0.323 1.411
Cl 3.991 6.530 -0.320
C 5.244 5.424 -0.943
C 5.067 4.034 -0.394
Cl 5.410 3.965 1.357
H 6.217 5.834 -0.688
H 5.147 5.404 -2.027
H 5.759 3.347 -0.879
H 4.053 3.674 -0.548
Cl -4.815 0.521 -3.160
C -5.780 1.575 -2.094
C -4.878 2.236 -1.089
Cl -4.159 0.980 -0.044
H -6.524 0.951 -1.607
H -6.291 2.318 -2.703
H -5.429 2.938 -0.467
H -4.060 2.761 -1.576
Cl -2.838 -5.787 1.607
C -4.095 -5.954 0.346
C -3.793 -7.071 -0.617
Cl -2.381 -6.696 -1.635
H -4.176 -5.002 -0.172
H -5.033 -6.151 0.862
H -4.641 -7.209 -1.285
H -3.598 -8.007 -0.101
Cl 1.990 -2.659 -2.069
C 1.646 -4.372 -1.708
C 0.917 -5.059 -2.833
Cl -0.748 -4.457 -3.037
H 1.072 -4.408 -0.785
H 2.605 -4.860 -1.542
H 0.844 -6.123 -2.616
H 1.438 -4.931 -3.778
Cl -0.692 10.711 0.016
C 0.733 10.204 -0.926
C 0.961 8.717 -0.853
Cl 1.462 8.193 0.776
H 1.593 10.754 -0.553
H 0.552 10.493 -1.959
H 1.761 8.433 -1.535
H 0.062 8.166 -1.118
Cl 5.094 1.816 5.078
C 5.824 0.185 5.088
C 7.103 0.132 4.297
Cl 6.829 0.335 2.548
H 5.087 -0.516 4.702
H 6.031 -0.062 6.128
H 7.575 -0.838 4.435
H 7.795 0.908 4.614
Cl -4.337 -4.798 -6.119
C -5.238 -3.558 -5.212
C -4.380 -2.876 -4.179
Cl -3.941 -3.985 -2.845
H -6.100 -4.037 -4.757
H -5.587 -2.822 -5.935
H -4.931 -2.054 -3.729
H -3.461 -2.496 -4.618
*
```

These are the Mulliken partial charges, in e, on atoms 1 to 6: C -1.268; C -0.378; C 1.989; C -2.035; C -0.191; C -0.739

[2]
ORCA calculation (ωB97M-V/def2-TZVPD) on a structure of composition C8H5NO5Ti at a distorted geometry.

For the highest occupied orbital energy (alpha / beta), the calculation gives -17.62 / -19.56 eV. The energy above the lowest of the compared OMol25 structures with the same formula, charge and spin comes out at 0.0 kcal per mole. Its LUMO energy (alpha / beta) is -0.38702 / -0.39746 Ha.

```
! RIJCOSX wB97M-V def2-TZVPD def2/J DEFGRID3
* xyz 2 3
O -1.229 1.169 -5.556
C -0.984 0.913 -4.410
Ti -0.409 0.313 -1.727
O 0.732 3.160 -1.198
C 0.307 2.123 -1.423
C -1.108 -1.520 -1.940
O -1.498 -2.589 -2.006
C 1.396 -0.320 -2.204
O 2.448 -0.697 -2.428
C -2.195 0.925 -1.157
O -3.215 1.267 -0.776
C 1.284 -0.188 3.505
C 0.174 -0.953 2.706
C 0.096 -0.526 1.375
N -0.019 -0.217 0.247
H 2.244 -0.367 3.026
H 1.307 -0.554 4.518
H 1.053 0.875 3.500
H 0.409 -2.026 2.740
H -0.792 -0.789 3.210
*
```

These are the natural (NBO) partial charges, in e, on atoms 1 to 6: O -0.338; C 0.523; Ti 0.395; O -0.259; C 0.539; C 0.544